The following is a quantum chemistry calculation of 2 unconnected molecules or ions with the total composition C5H11NOS, from the OMol25 dataset.

The geometry in XYZ format:
```
19
Properties=species:S:1:pos:R:3:forces:R:3:lowdin_charge:R:1
S 0.22112 -0.72342 -0.19177 1.66 -0.42 1.98 0.83
O -0.60049 -1.77997 0.35541 -2.57 -1.45 -0.22 -0.51
N 0.82429 0.01630 1.24239 0.03 1.02 -0.61 -0.18
C -2.80036 2.98676 -0.15325 2.46 -1.16 -0.20 -0.06
C 1.65548 -2.91708 -1.43761 -2.58 -0.98 1.89 -0.12
C -1.70640 2.28624 -0.27968 -0.24 0.99 0.26 -0.04
C 1.70067 -1.66791 -0.48820 1.52 -2.16 0.05 -0.42
C -1.79290 3.26159 0.90471 0.47 0.98 -1.33 -0.16
H 2.62303 -3.45894 -1.47140 -0.59 0.69 -0.24 0.08
H 1.20790 -0.66551 1.88314 0.18 -0.52 -0.27 0.04
H -1.07138 1.49474 -0.69175 -0.57 0.72 -0.03 0.04
H 1.20010 -2.66432 -2.38218 0.57 0.13 -0.68 0.05
H 0.85300 -3.68146 -1.03060 1.68 1.42 -0.43 0.10
H 2.17395 -2.00983 0.45076 -1.17 -0.06 0.27 0.09
H -1.96492 2.74245 1.77148 -0.36 -0.69 2.58 0.03
H -3.73555 3.21446 -0.52358 -1.69 0.37 -0.58 0.07
H 0.01620 0.38013 1.74393 -0.03 0.34 -0.35 0.04
H -1.30664 4.26284 1.06215 -0.14 -1.10 -0.71 0.09
H 2.50289 -1.07709 -0.76396 1.38 1.88 -1.37 0.05
```
Positions in Å, forces in eV/Å.

Relative energy (zero: lowest compared OMol25 entry of this formula, charge and spin), kcal per mole: 129.0
Spin multiplicity: 1
Total charge: 0

***

The following is a quantum chemistry calculation of a molecular structure, C35H39AsN3O2Pt, from the OMol25 dataset.

The geometry in XYZ format:
```
81
Properties=species:S:1:pos:R:3:forces:R:3:lowdin_charge:R:1
Pt 0.34870 1.76178 -1.39163 0.49 0.94 0.98 1.13
As -0.61230 -0.98484 0.35575 0.06 -0.08 -0.03 1.43
O -1.24415 1.76638 -0.10222 -0.61 -0.39 -0.08 -0.33
O 2.62367 2.19820 -1.88916 -0.29 -0.19 -0.23 -0.13
N -1.76817 2.81082 0.55231 0.29 0.33 -0.06 -0.16
N 0.33842 -0.19901 -0.95994 -0.21 0.61 -0.56 -0.33
N 0.46092 3.81389 -1.82501 -0.11 -0.47 0.01 -0.07
C -2.77941 3.50059 0.00154 -0.13 -0.07 0.08 -0.01
C 2.85571 3.54111 -1.45711 -0.07 0.11 -0.04 -0.14
C -0.62545 4.55512 -2.07942 0.00 0.15 -0.13 -0.11
C -1.31309 3.08101 1.78644 0.04 0.10 0.07 0.03
C -1.54731 -2.47908 2.84742 0.02 -0.02 -0.02 -0.05
C 2.00917 -2.88288 0.05761 0.00 0.01 0.01 -0.04
C 0.13776 -0.58223 -2.31175 0.42 -0.60 0.01 -0.42
C -1.77265 -3.47791 -0.45209 0.04 -0.05 -0.02 -0.30
C 2.04043 -0.26095 3.58481 -0.02 0.08 -0.01 0.00
C 0.30459 -0.88005 2.05034 -0.05 0.20 0.14 -0.27
C 1.77547 5.79275 -1.79157 0.03 -0.18 -0.03 0.02
C -0.52612 -6.97527 -1.25314 -0.01 0.04 -0.01 -0.03
C -0.56068 -2.82858 -0.16855 0.01 -0.17 -0.05 -0.30
C 1.65106 4.41313 -1.70730 0.13 0.29 0.09 -0.23
C -0.57876 5.93104 -2.16284 0.00 -0.12 -0.01 -0.02
C -3.36032 4.54215 0.69292 0.01 -0.09 -0.07 0.00
C 2.24915 -1.31842 5.86357 -0.01 0.00 -0.03 -0.03
C -2.90233 4.85416 1.96411 -0.04 0.06 0.02 -0.01
C -1.73101 -4.81588 -0.81129 -0.03 0.03 -0.01 0.00
C -3.12411 -2.81989 -0.33978 -0.02 0.01 0.01 -0.07
C -1.04422 -1.08871 -2.85505 -0.21 0.15 0.06 -0.04
C 0.64625 -4.84347 -0.60607 0.04 0.05 -0.03 0.01
C -1.87414 4.10633 2.51814 0.07 -0.12 -0.05 0.01
C 0.64614 6.56130 -1.99898 -0.03 0.13 0.01 -0.01
C 1.56171 -1.14545 4.53988 0.02 0.00 0.04 -0.24
C -0.25732 -1.72077 3.03394 0.01 0.01 0.07 -0.27
C 0.39681 -1.84502 4.24978 -0.04 -0.03 -0.01 0.01
C -0.53246 -5.51815 -0.88601 0.00 -0.08 0.00 -0.24
C 0.66799 -3.49869 -0.24708 -0.06 -0.10 0.05 -0.25
C 1.17558 -0.71424 -4.49962 0.15 0.11 0.30 -0.06
C -0.00237 -1.20102 -5.02713 -0.20 -0.04 -0.09 -0.06
C 1.25291 -0.41040 -3.14053 0.10 -0.07 -0.32 -0.07
C -1.10880 -1.39153 -4.20109 0.07 0.00 -0.03 -0.04
C 1.42326 -0.08582 2.34991 0.10 -0.13 0.03 -0.27
C 2.02792 0.92932 1.41931 0.00 -0.06 0.03 -0.07
H -4.17375 5.08479 0.23348 -0.01 0.00 0.02 0.13
H -3.35172 5.66382 2.52247 0.00 -0.01 0.00 0.13
H -3.78385 -3.16462 -1.13553 0.00 -0.01 0.00 0.09
H 1.26210 1.51545 0.91278 0.02 0.02 -0.03 0.01
H 3.13338 -0.68910 5.94084 0.00 0.00 0.00 0.08
H -2.02834 -1.78040 -4.61737 -0.01 0.01 0.01 0.12
H -1.02973 -7.13711 -2.20665 0.01 0.00 -0.01 0.09
H 2.64872 0.46096 0.65112 -0.06 0.00 -0.04 0.08
H -1.91736 -1.21048 -2.22693 0.00 -0.02 -0.02 0.09
H -0.02600 -2.50322 5.00041 0.00 0.01 0.00 0.13
H -0.06909 -1.43801 -6.08009 0.00 -0.03 0.01 0.12
H 2.37101 -3.22679 1.02898 -0.01 0.02 0.01 0.10
H -1.54092 4.00636 -2.23945 0.02 0.01 -0.03 0.10
H -1.92498 -2.80585 3.81413 -0.01 0.02 0.00 0.09
H 0.72109 7.63937 -2.04908 0.00 -0.01 -0.04 0.13
H 2.80210 2.15356 -2.83912 -0.02 -0.14 0.01 0.12
H 2.65508 1.61607 1.98748 0.05 -0.04 -0.01 0.09
H 3.71666 3.96237 -1.97638 0.05 -0.05 0.03 0.14
H -1.47991 6.48977 -2.36947 0.00 0.01 0.00 0.12
H 3.09481 3.49796 -0.39402 -0.08 -0.05 0.01 0.14
H 2.18980 -0.11026 -2.68550 0.03 -0.10 -0.01 0.10
H -2.66076 -5.32792 -1.03435 0.00 0.00 0.00 0.13
H 1.57543 -1.06801 6.68393 0.00 0.01 0.00 0.09
H -2.32453 -1.86225 2.38842 0.01 0.01 -0.02 0.07
H 2.55456 -2.35579 6.00484 0.01 0.00 -0.01 0.09
H -1.41263 -3.36671 2.22881 0.02 -0.01 0.01 0.08
H -0.51047 2.44427 2.13068 -0.02 -0.01 0.00 0.14
H -1.50436 4.30012 3.51433 0.00 0.02 0.00 0.13
H 2.04953 -0.59948 -5.12693 0.00 0.02 0.00 0.11
H 2.73777 -3.19641 -0.68990 0.00 -0.01 0.00 0.09
H -3.08761 -1.72982 -0.38988 0.03 0.01 0.00 0.04
H 1.58849 -5.37619 -0.67112 0.00 0.00 0.00 0.13
H 2.75328 6.24706 -1.70357 0.00 0.01 0.02 0.13
H 0.48745 -7.36323 -1.32881 0.00 0.00 -0.01 0.08
H 2.92347 0.32732 3.80802 -0.01 0.00 0.00 0.12
H 1.99426 -1.79561 0.07145 0.01 -0.01 -0.03 0.03
H -3.60079 -3.07921 0.60801 0.00 -0.01 0.00 0.09
H -3.10111 3.14748 -0.96612 -0.01 0.00 0.01 0.14
H -1.05950 -7.56108 -0.50333 0.00 0.00 0.01 0.09
```
Positions in Å, forces in eV/Å.

Relative energy (zero: lowest compared OMol25 entry of this formula, charge and spin), kcal per mole: 0.0
Spin multiplicity: 2
Total charge: +2

***

The following is a quantum chemistry calculation of 5 unconnected molecules or ions with the total composition C24H51F6N6O7S, from the OMol25 dataset.

The geometry in XYZ format:
```
95
Properties=species:S:1:pos:R:3:forces:R:3:lowdin_charge:R:1
S 1.44718 -4.41679 -3.34433 -0.03 0.00 -0.65 0.79
F -0.66926 -3.22702 -2.52686 -0.24 0.50 0.31 0.15
F 2.93476 -5.20553 2.08748 0.10 -0.20 0.39 0.20
F -0.79248 -4.12442 -4.49747 -0.21 0.05 -0.64 0.19
F -1.49342 -5.31914 -1.38261 0.07 0.26 0.31 0.19
F -0.25367 -6.57604 -2.59276 0.31 -0.55 0.01 0.16
F -2.14476 -5.87593 -3.35489 -0.34 -0.23 -0.16 0.23
O 4.56303 -1.25660 2.17604 0.06 0.07 -0.15 -0.03
O 4.27338 0.21103 -0.20808 -0.25 -0.05 -0.33 -0.22
O -1.15019 1.91404 0.82657 0.06 0.12 0.12 -0.19
O -2.65475 -3.17066 2.61456 0.06 -0.02 -0.15 -0.18
O 1.81894 -5.58183 -4.05761 0.13 -0.71 0.13 -0.21
O -2.67655 8.59424 -0.70605 -0.03 0.04 0.11 -0.19
O 1.89736 -3.13334 -3.72076 0.15 0.90 -0.04 -0.20
N -2.97672 5.73147 -0.65318 -0.01 0.03 -0.21 0.04
N 5.84378 2.03588 1.40261 0.04 -0.21 -0.02 0.05
N -4.99329 -4.87270 2.90205 0.04 0.20 0.05 0.04
N 2.43792 -6.04044 0.11177 -0.13 -0.11 -0.47 0.25
N -3.48035 0.37774 0.98060 -0.18 0.08 -0.03 0.04
N 2.08682 -5.78745 -1.14059 0.29 -0.22 0.78 0.11
C 2.16728 -3.47437 -0.86133 -0.31 0.35 -1.02 0.08
C 2.62665 -4.98012 0.84695 -0.03 -0.71 -0.15 -0.24
C 4.15111 -2.58767 1.99797 -0.13 0.71 0.21 -0.22
C -2.35284 2.46364 0.30127 -0.12 -0.12 -0.08 -0.20
C -4.90233 -3.88874 1.81979 0.21 -0.25 -0.02 -0.43
C -3.09633 0.68112 -1.40442 -0.06 0.08 -0.04 -0.06
C -3.92671 -2.75034 2.12511 -0.16 0.15 0.15 -0.20
C 3.27723 0.78170 -1.03783 0.17 0.01 0.24 -0.10
C 1.93631 -4.58139 -1.62831 -0.41 -0.31 -0.85 -0.20
C -4.58889 -4.62122 0.51880 -0.06 0.01 -0.11 -0.07
C 2.52649 -3.65416 0.41656 0.27 0.01 1.44 -0.08
C -2.47510 9.24966 0.53294 -0.10 0.02 -0.06 -0.10
C -1.16438 6.25691 0.88274 0.09 -0.06 -0.01 -0.06
C -3.37924 1.38509 -0.07943 0.30 -0.09 -0.04 -0.42
C -1.75634 -3.54456 1.60271 0.13 -0.10 0.13 -0.13
C -1.62240 7.76563 -1.13985 0.08 -0.05 -0.21 -0.21
C 5.61434 3.06463 -0.78918 0.06 0.02 -0.07 -0.06
C 6.13139 1.85281 -0.02159 -0.23 0.15 0.04 -0.43
C -1.10752 -5.55600 -2.62380 -0.37 0.29 -0.30 -0.58
C -1.64845 6.34547 -0.56097 -0.07 0.03 0.25 -0.43
C -0.41447 -4.30284 -3.25823 0.53 -0.37 0.69 -0.48
C 2.78707 -2.54148 1.33087 -0.03 0.19 -0.18 -0.07
C -0.17136 1.51271 -0.09599 -0.01 -0.03 0.12 -0.12
C 5.61352 0.51507 -0.56382 0.21 -0.12 0.06 -0.20
H -3.64287 6.36798 -0.22553 -0.01 -0.01 0.10 0.07
H -2.79410 8.63314 1.37703 0.08 -0.01 0.02 0.08
H 5.73504 0.45589 -1.65284 -0.02 0.08 -0.03 0.12
H 6.27696 1.29047 1.93965 0.10 0.07 -0.02 0.07
H -1.74091 7.69110 -2.22406 -0.04 0.02 0.00 0.12
H 2.06624 -2.49943 -1.27764 -0.07 0.56 -0.34 0.14
H -5.30638 -4.41451 3.75238 -0.12 -0.04 -0.02 0.08
H -1.42759 9.53401 0.66624 0.03 -0.02 0.02 0.09
H 7.21817 1.83091 -0.13656 0.03 -0.06 -0.02 0.14
H -1.90583 6.64184 1.58177 -0.03 0.04 -0.01 0.07
H 4.85962 -3.10800 1.37955 0.48 -0.35 -0.41 0.13
H -2.15149 3.15323 -0.52368 0.07 -0.05 -0.05 0.10
H 5.69476 2.91533 -1.86742 -0.01 -0.01 -0.01 0.08
H -4.34742 1.88005 -0.18266 -0.01 0.06 0.11 0.14
H 1.99483 -2.50425 2.05634 -0.42 -0.04 0.60 0.15
H -3.08350 10.15221 0.52475 -0.01 0.01 -0.02 0.09
H -4.05305 -5.18902 3.11852 0.02 -0.08 -0.02 0.07
H -3.96834 0.10684 -1.71556 -0.02 -0.02 0.03 0.08
H 4.06966 -3.09052 2.93773 0.10 -0.49 0.60 0.12
H -3.77932 -2.09661 1.26200 -0.13 0.00 -0.07 0.09
H -0.96414 5.74718 -1.17181 0.01 0.03 -0.07 0.13
H -4.35391 -2.13379 2.91852 0.07 -0.03 0.06 0.13
H -0.65433 8.24878 -0.95310 0.01 -0.04 0.07 0.12
H -3.72636 -5.28196 0.62519 -0.01 0.01 0.03 0.06
H 6.21693 -0.28496 -0.12739 -0.07 -0.02 0.06 0.12
H 2.71712 -1.63153 0.76936 0.15 0.64 -0.31 0.11
H -0.23791 6.81560 1.02354 0.00 0.03 0.01 0.08
H -2.86794 1.40010 -2.19266 0.03 0.01 0.00 0.08
H -2.53652 0.05728 1.17817 0.03 -0.02 0.02 0.07
H 0.78447 1.51023 0.42932 0.00 0.07 0.01 0.07
H -3.26153 5.69821 -1.62801 0.02 -0.05 -0.02 0.08
H 4.84702 1.90484 1.54482 -0.05 0.09 -0.01 0.07
H 3.00154 1.78267 -0.69920 0.00 0.04 -0.14 0.08
H -1.84429 -4.61002 1.36107 0.04 0.06 -0.11 0.07
H -0.35116 0.49359 -0.45842 0.00 0.02 -0.17 0.07
H 2.39239 0.15060 -0.95747 -0.13 -0.05 -0.02 0.06
H 4.57391 3.28322 -0.54870 -0.03 -0.03 0.02 0.07
H -0.10685 2.19725 -0.94765 -0.02 -0.02 -0.06 0.10
H -3.76661 0.83676 1.84038 -0.12 -0.06 0.02 0.08
H -5.43367 -5.24114 0.22485 -0.02 -0.04 0.03 0.08
H 6.19622 3.94555 -0.52736 0.00 0.03 0.05 0.08
H -0.73963 -3.36565 1.96974 -0.04 0.03 0.04 0.07
H 1.94382 -6.59470 -1.73900 0.00 -0.28 -0.02 0.18
H 4.82055 -1.12783 3.08333 0.18 0.10 0.48 0.10
H -4.38827 -3.91609 -0.29123 0.02 0.01 0.00 0.08
H -2.77135 3.06161 1.11098 0.03 0.03 0.02 0.12
H 3.58798 0.81616 -2.08383 0.04 0.05 -0.07 0.10
H -0.97505 5.21762 1.15233 -0.04 -0.03 0.00 0.06
H -5.88730 -3.42932 1.70908 -0.01 0.07 0.01 0.14
H -2.26221 -0.01648 -1.32446 0.07 0.00 0.04 0.05
H -1.91017 -2.95253 0.69212 0.00 -0.04 -0.03 0.09
```
Positions in Å, forces in eV/Å.

Spin multiplicity: 1
Total charge: +1

***

Values of calculated total energy, in order: -19731.4999, -109562.2825, -76116.7981, all in eV.